Computed, not measured: 2 unconnected molecules or ions with the total composition C8H14O, with wB97M-V/def2-TZVPD.

Each line ends with the Mulliken charge.
Atoms and positions in Å:
O1 1.7651 -0.4755 -0.3339  -0.365
C1 -0.6565 1.6256 -0.9119  -0.415
C2 0.7049 -1.3420 -0.2553  1.226
C3 -0.8900 1.5844 0.3384  0.233
C4 -1.8374 1.5156 -1.9036  -1.032
C5 0.2718 -1.4868 -1.4915  -1.104
C6 2.2131 0.1145 0.8535  -0.663
C7 -1.0707 1.3522 1.5865  -0.731
C8 0.3792 -2.0387 1.0540  -1.426
H1 1.1741 -2.6581 1.1962  0.412
H2 0.3437 -1.1288 1.8467  0.233
H3 3.1836 0.6435 0.6755  0.226
H4 1.6566 0.9318 1.2958  0.222
H5 -0.5453 -2.5947 1.1575  0.318
H6 -2.2301 0.4803 -1.9829  0.211
H7 -0.9495 2.1856 2.2657  0.278
H8 -1.5911 1.8269 -2.9831  0.288
H9 0.7061 -0.9364 -2.3313  0.286
H10 -2.7534 2.1358 -1.6767  0.339
H11 2.2944 -0.7930 1.5539  0.334
H12 -0.5765 -2.1043 -1.7754  0.296
H13 0.2587 1.4341 -1.2217  0.612
H14 -1.3685 0.2774 1.9681  0.222

The relative energy (zero: lowest compared OMol25 entry of this formula, charge and spin) comes out at 4.232 eV. The value obtained for the HOMO-LUMO gap is 9.30 eV. Its structure (SMILES) is C=C(C)OC.C=C=CC. Its molecular weight is 126.20 g/mol. The maximum force comes out at 5.38 eV/A. The value obtained for the LUMO energy is 0.0333 Ha. Its total energy is -10565.8118 eV.